# C5H14

A cluster of 2 separate species, C5H14 in total at a distorted geometry (wB97M-V/def2-TZVPD, the OMol25 dataset).

Output
E ... -198.81106 Eh
E_HOMO ... -10.900 eV

Cartesian coordinates (Å):
C1 1.5372 -1.8868 1.8133
C2 1.6921 -2.0152 0.1638
H1 2.4060 -1.5237 2.3658
H2 0.8236 -1.1093 1.7305
H3 1.2571 -2.7678 2.2068
H4 0.8495 -2.0794 -0.3317
H5 2.5322 -2.5565 -0.1985
H6 2.1509 -1.0878 -0.0581
C3 -1.5649 0.9999 -1.0847
C4 -1.2731 2.4173 -1.3903
C5 -0.9608 0.6339 0.3527
H7 -2.6270 0.7146 -1.1424
H8 -1.0952 0.2928 -1.7618
H9 -2.2338 3.0406 -1.3730
H10 -1.5156 -0.1072 0.8922
H11 0.0890 0.1532 0.0124
H12 -0.7973 2.5200 -2.3982
H13 -0.4499 2.8836 -0.8997
H14 -0.8201 1.4778 1.1010

Atom charges from the Löwdin analysis, given in e for atoms 1 to 8: -0.07 -0.11 0.07 0.01 0.00 -0.01 0.04 0.04